(1)
# C2HNO2

2 unconnected molecules or ions with the total composition C2HNO2 (ωB97M-V with the def2-TZVPD basis set, the OMol25 dataset).

Properties
net charge	0
LUMO	0.79	eV
frontier orbital gap	0.4341	Ha

Each line ends with the natural charge from an NBO analysis.
CARTESIAN COORDINATES (ANGSTROEM)
C (0.4773, 0.6421, -0.1508)  0.87
C (-1.7005, -1.1335, -0.5044)  0.49
N (1.6399, 0.6011, 0.1612)  -0.77
O (-0.6539, 0.8868, -0.2004)  -0.53
O (-2.3329, -1.3620, 0.3925)  -0.51
H (2.5702, 0.3655, 0.3019)  0.45

(2)
# C2HNO2

A single C2HNO2 molecule (ωB97M-V with the def2-TZVPD basis set, the OMol25 dataset).

Properties
SMILES string	N#CC(=O)O
net charge	0
LUMO	-1.19	eV
frontier orbital gap	0.3883	Ha

Each line ends with the natural charge from an NBO analysis.
CARTESIAN COORDINATES (ANGSTROEM)
N (1.2865, -1.0387, 1.6900)  -0.18
C (0.2919, -0.5724, 0.9054)  0.06
C (0.0665, -0.0366, -0.5644)  0.73
O (0.6894, -0.4155, -1.5100)  -0.46
O (-0.7929, 1.0289, -0.6955)  -0.65
H (-1.5414, 1.0344, 0.1746)  0.51

Stability ranking, top entry: (1); the second entry is 0.0922 hartree less favorable.

(1)
# C4H4ClF

A single C4H4ClF molecule (ωB97M-V with the def2-TZVPD basis set, the OMol25 dataset).

Properties
SMILES string	C#CC[C@@H](F)Cl
net charge	0
LUMO	0.84	eV
frontier orbital gap	0.4165	Ha

Each line ends with the natural charge from an NBO analysis.
CARTESIAN COORDINATES (ANGSTROEM)
C (0.9181, 1.5652, 1.5697)  -0.20
C (0.3238, 0.7667, 0.8534)  -0.03
C (-0.3347, -0.4078, 0.3447)  -0.55
C (-0.2184, -0.3826, -1.1704)  0.23
F (0.9807, -0.8130, -1.7032)  -0.34
Cl (-1.4671, -1.4297, -1.8996)  -0.07
H (1.4626, 1.9461, 2.4078)  0.24
H (-1.4678, -0.5926, 0.4152)  0.27
H (0.1571, -1.2840, 0.7347)  0.26
H (-0.3542, 0.6317, -1.5524)  0.19

(2)
# C4H4ClF

A single C4H4ClF molecule (ωB97M-V with the def2-TZVPD basis set, the OMol25 dataset).

Properties
SMILES string	FCC#CCCl
net charge	0
LUMO	0.83	eV
frontier orbital gap	0.4151	Ha

Each line ends with the natural charge from an NBO analysis.
CARTESIAN COORDINATES (ANGSTROEM)
F (2.2611, 1.8557, 0.1500)  -0.36
C (1.6342, 0.9069, 0.9766)  -0.01
C (0.4460, 0.3258, 0.2360)  -0.01
C (-0.4249, -0.2597, -0.3226)  -0.03
C (-1.5067, -0.9817, -0.9586)  -0.44
Cl (-3.1239, -0.3276, -0.5362)  -0.06
H (1.3275, 1.3264, 1.9885)  0.20
H (2.4824, 0.1243, 1.1063)  0.20
H (-1.6513, -2.0656, -0.6064)  0.25
H (-1.4443, -0.9046, -2.0335)  0.25

Stability ranking, top entry: (2); the second entry is 0.0033 hartree less favorable.

(1)
# C2H3NO3

2 unconnected molecules or ions with the total composition C2H3NO3 (ωB97M-V with the def2-TZVPD basis set, the OMol25 dataset).

Properties
net charge	0
LUMO	-0.39	eV
frontier orbital gap	0.3794	Ha

Each line ends with the natural charge from an NBO analysis.
CARTESIAN COORDINATES (ANGSTROEM)
C (0.3884, -0.3833, -1.8486)  0.02
C (-0.1974, 0.1369, 0.2634)  0.98
N (0.7588, -0.7080, -2.8902)  -0.48
O (-0.6590, -1.1859, 0.5359)  -0.72
O (-1.0309, 1.1468, 0.2555)  -0.64
O (0.9342, 0.5588, 0.9678)  -0.71
H (-1.3133, -1.3472, 1.2058)  0.51
H (-0.4874, 1.9474, 0.4604)  0.52
H (1.6068, -0.1655, 1.0501)  0.52

(2)
# C2H3NO3

2 unconnected molecules or ions with the total composition C2H3NO3 (ωB97M-V with the def2-TZVPD basis set, the OMol25 dataset).

Properties
net charge	0
LUMO	-0.02	eV
frontier orbital gap	0.3713	Ha

Each line ends with the natural charge from an NBO analysis.
CARTESIAN COORDINATES (ANGSTROEM)
C (-0.5267, -1.8951, -0.8002)  0.15
C (-0.1189, -0.5591, -0.7892)  0.71
N (-0.8622, -2.9958, -0.6295)  -0.20
O (-1.2042, 0.3014, -0.5897)  -0.64
O (0.8936, -0.0920, -1.4375)  -0.62
O (0.2406, -0.7107, 1.1504)  -0.87
H (-1.9450, -0.3196, -0.4728)  0.50
H (0.9602, 0.8797, -1.3914)  0.53
H (1.2210, -0.8981, 1.1094)  0.44

(3)
# C2H3NO3

A single C2H3NO3 molecule (ωB97M-V with the def2-TZVPD basis set, the OMol25 dataset).

Properties
SMILES string	N#CC(O)(O)O
net charge	0
LUMO	0.43	eV
frontier orbital gap	0.4518	Ha

Each line ends with the natural charge from an NBO analysis.
CARTESIAN COORDINATES (ANGSTROEM)
N (2.6584, -0.3160, -0.0211)  -0.25
C (1.4949, -0.3057, -0.0912)  0.20
C (0.0555, -0.0842, -0.0569)  0.67
O (-0.2421, 1.2256, 0.5748)  -0.75
O (-0.6328, -1.0456, 0.6910)  -0.71
O (-0.5317, -0.1622, -1.2679)  -0.69
H (-0.3270, 1.9961, -0.0264)  0.50
H (-1.1970, -0.5433, 1.3227)  0.51
H (-1.2782, -0.7647, -1.1250)  0.51

(4)
# C2H3NO3

A single C2H3NO3 molecule (ωB97M-V with the def2-TZVPD basis set, the OMol25 dataset).

Properties
SMILES string	O=CN(O)C=O
net charge	0
LUMO	0.33	eV
frontier orbital gap	0.3923	Ha

Each line ends with the natural charge from an NBO analysis.
CARTESIAN COORDINATES (ANGSTROEM)
O (-0.7096, 2.0638, 0.0806)  -0.50
C (0.2447, 1.3342, -0.1081)  0.51
N (0.1000, -0.0422, 0.2166)  -0.23
O (1.3634, -0.6358, -0.1336)  -0.57
C (-1.0706, -0.8302, 0.0021)  0.51
O (-2.2161, -0.3722, -0.0783)  -0.51
H (1.2881, 1.4540, -0.5752)  0.16
H (1.8554, -0.9817, 0.6808)  0.49
H (-0.8553, -1.9899, -0.0848)  0.15

Stability ranking, top entry: (3); the second entry is 0.0519 hartree less favorable.

(1)
# C2H3NO3

A single C2H3NO3 molecule (ωB97M-V with the def2-TZVPD basis set, the OMol25 dataset).

Properties
SMILES string	O=C(O)/C=N\O
net charge	0
LUMO	-0.08	eV
frontier orbital gap	0.3863	Ha

Each line ends with the natural charge from an NBO analysis.
CARTESIAN COORDINATES (ANGSTROEM)
O (2.3192, -0.5101, -0.1655)  -0.55
C (1.2647, 0.1785, -0.1725)  0.73
O (0.9667, 1.4314, 0.1678)  -0.64
C (0.1521, -0.9108, 0.0155)  -0.04
N (-1.1428, -0.8284, 0.1919)  -0.10
O (-1.5891, 0.5093, -0.2939)  -0.64
H (0.0141, 1.5686, 0.1903)  0.53
H (0.6123, -1.7682, 0.1851)  0.21
H (-2.5971, 0.3298, -0.1188)  0.50

(2)
# C2H3NO3

2 unconnected molecules or ions with the total composition C2H3NO3 (ωB97M-V with the def2-TZVPD basis set, the OMol25 dataset).

Properties
net charge	0
LUMO	0.15	eV
frontier orbital gap	0.4141	Ha

Each line ends with the natural charge from an NBO analysis.
CARTESIAN COORDINATES (ANGSTROEM)
C (-1.3040, 1.0802, -0.6311)  0.04
C (0.2089, -0.1566, 0.0850)  0.92
N (-2.0522, 1.8695, -0.9941)  -0.44
O (-0.1458, -1.3488, -0.4623)  -0.68
O (0.1018, -0.2506, 1.3801)  -0.66
O (1.4467, 0.3410, -0.2947)  -0.68
H (-0.4223, -1.8822, 0.2568)  0.50
H (0.5000, 0.4635, 1.7520)  0.50
H (1.6669, -0.1160, -1.0918)  0.50

(3)
# C2H3NO3

A molecular structure, C2H3NO3 (ωB97M-V with the def2-TZVPD basis set, the OMol25 dataset).

Properties
net charge	0
LUMO	0.49	eV
frontier orbital gap	0.3883	Ha

Each line ends with the natural charge from an NBO analysis.
CARTESIAN COORDINATES (ANGSTROEM)
C (-1.8118, 0.3669, -0.9111)  0.85
C (-0.4870, -0.7309, 0.0107)  0.09
N (-0.5136, 0.6527, -0.3537)  -0.20
O (-2.6269, 0.9268, -1.5838)  -0.54
O (-1.8428, -0.8295, -0.2241)  -0.48
O (0.5444, 1.2891, -0.9320)  -0.54
H (0.1842, -1.2245, -0.7689)  0.16
H (-0.2626, -1.0308, 0.9690)  0.18
H (0.6430, 2.2827, -0.5837)  0.49

Stability ranking, top entry: (2); the second entry is 0.0127 hartree less favorable.